Entry 1:
Here is one molecule with the formula C4H8N2O from OMol25. Energies are from the ωB97M-V functional and the def2-TZVPD basis.

```
15
Properties=species:S:1:pos:R:3:forces:R:3
N 2.873074 0.703176 -0.586228 -0.69 -0.01 0.15
C 1.748064 0.754285 -0.336848 1.26 -0.15 -0.26
C 0.335084 0.829189 0.003103 0.04 0.09 -0.08
N -0.225454 2.029426 -0.602347 -0.17 0.46 0.17
C -0.463874 -0.332157 -0.587255 -0.11 0.03 -0.01
C -0.341241 -1.607849 0.199652 0.12 0.03 -0.31
O -0.827824 -1.307705 1.489050 -0.08 -0.40 0.44
H 0.287807 0.827560 1.102355 -0.16 -0.17 -0.19
H -1.177605 2.095620 -0.261993 -0.11 0.18 -0.14
H 0.247551 2.863081 -0.277472 0.13 0.06 -0.01
H -0.161261 -0.528848 -1.624570 -0.26 0.38 0.18
H -1.494311 0.065036 -0.529476 0.20 -0.72 -0.34
H 0.711399 -1.926876 0.247514 -0.12 0.05 -0.07
H -0.916354 -2.413670 -0.285196 0.07 0.19 0.15
H -0.595055 -2.050268 2.049711 -0.13 0.00 0.31
```
Forces are in eV/Å.

2S+1	1
energy above the lowest of the compared OMol25 structures with the same formula, charge and spin	38.65	kcal/mol
energy	-9304.7171	eV
SMILES string	N#C[C@@H](N)CCO

natural (NBO) population analysis, charges in e, atoms 1 to 6: -0.32, 0.28, -0.17, -0.80, -0.40, -0.07



Entry 2:
Here is C24H47CdClF6N5O18PS2 as an isolated structure from OMol25. Energies are from the ωB97M-V functional and the def2-TZVPD basis.

```
105
Properties=species:S:1:pos:R:3:forces:R:3
Cd -0.721566 -0.698511 -0.317653 -1.66 2.86 -0.16
C -1.369332 -3.597351 -3.493384 1.07 -0.16 -0.07
F -1.186866 -4.589021 -2.585974 0.00 1.14 -1.03
F -1.006996 -4.042176 -4.738452 -1.04 0.46 1.72
F -2.639237 -3.205023 -3.418739 1.22 -0.31 -0.48
S -0.179386 -2.000256 -3.242791 -2.32 1.98 -1.34
O 0.909661 -2.061361 -4.201696 -0.84 -0.37 1.66
O -1.091299 -0.872544 -3.501563 1.17 -1.91 1.27
N 0.209199 -2.001413 -1.479149 0.12 -2.50 -6.35
S 1.512213 -2.862364 -1.473312 5.90 -2.49 1.99
O 1.771577 -3.874055 -2.501346 -1.58 1.07 1.13
O 2.699699 -2.022595 -1.211362 -2.06 -1.10 0.24
C 1.186382 -4.020328 0.124324 1.72 1.27 -2.03
F 0.968358 -3.259696 1.160732 0.64 0.76 1.50
F 0.100897 -4.697398 -0.056054 -1.25 -1.47 -0.59
F 2.238202 -4.858199 0.330348 -0.98 0.87 -0.12
Cl -4.321101 -0.587013 -1.207774 -0.79 -0.26 0.18
O -4.730438 0.508596 -1.999404 -1.00 1.16 -0.94
O -4.762201 -0.404177 0.149715 -0.52 -0.62 0.22
O -4.791908 -1.826857 -1.803325 0.66 0.66 0.96
O -2.887598 -0.505794 -1.171072 1.67 -0.86 -0.31
N 5.967263 -2.692551 3.443472 -1.29 -0.09 -0.84
C 5.421254 -1.914168 2.380930 1.07 -0.51 1.33
C 4.249044 -2.459622 1.962842 0.16 -0.85 1.07
C 4.031739 -3.625744 2.776694 1.47 -0.07 1.19
C 5.114490 -3.771578 3.713622 -1.88 1.65 -2.89
H 6.856811 -2.527381 3.892371 -0.30 0.02 -0.17
H 5.903757 -1.013426 2.031291 0.20 -0.15 0.16
H 3.610553 -2.058518 1.189639 0.04 -0.18 -0.08
H 3.188064 -4.288756 2.654077 0.14 -0.06 0.24
H 5.243858 -4.551513 4.449392 0.37 0.32 -0.03
O -0.270638 1.160961 -1.349447 0.35 1.70 -0.45
P 0.164958 2.162009 -2.370084 2.69 0.36 -1.72
N 1.075587 1.538364 -3.642260 -0.44 0.62 -1.19
C 0.617587 1.373750 -5.076978 -0.12 0.04 1.39
C 2.323352 0.824146 -3.392605 -0.66 -0.60 0.77
N 1.264586 3.348092 -1.776715 -0.94 -0.66 1.28
C 2.206337 4.181543 -2.546579 -0.46 -0.84 0.61
C 1.075443 3.849645 -0.370038 1.11 -0.48 -1.70
N -1.035267 2.962963 -3.114158 -2.11 -0.25 -0.55
C -2.359634 2.314219 -3.276405 0.38 -0.56 0.35
C -0.826608 4.255662 -3.756837 0.87 0.09 1.20
H 0.810161 0.349943 -5.397675 -0.20 -0.07 0.18
H 1.165332 2.022680 -5.760333 0.13 0.29 0.16
H -0.450058 1.577128 -5.159784 0.12 -0.05 0.01
H 2.044973 -0.107912 -2.900791 0.55 -0.25 0.00
H 2.976239 1.353248 -2.698413 0.12 0.20 -0.19
H 2.820503 0.573299 -4.329627 0.06 0.24 0.13
H 2.230193 3.803673 -3.568699 0.33 0.19 0.10
H 1.985935 5.248156 -2.503428 -0.67 0.13 -0.27
H 3.176506 4.149921 -2.050710 0.35 -0.46 -0.23
H 2.074381 4.037439 0.023618 0.18 0.18 0.08
H 0.571020 4.812188 -0.454707 -0.49 -0.12 0.70
H 0.681601 3.069389 0.281263 -0.68 0.31 -0.20
H -3.133101 2.590633 -2.559856 0.23 0.40 0.25
H -2.806409 2.480163 -4.256693 0.41 0.02 -0.21
H -2.196807 1.247761 -3.120708 -0.32 -0.06 -0.20
H -1.419128 4.463795 -4.647739 -0.19 -0.45 0.18
H 0.229993 4.347451 -4.008344 -0.15 0.09 -0.30
H -1.005997 4.993742 -2.975071 -0.23 0.62 -0.36
C -4.610947 -4.784925 1.537001 -0.98 0.48 -0.74
C -3.314695 -4.238687 1.028593 0.22 -0.38 0.52
O -2.792974 -3.542737 2.177353 0.46 -0.32 0.43
C -1.978257 -2.576876 2.022159 1.73 4.58 0.25
O -1.493520 -2.097347 0.950915 -2.54 -3.89 4.82
O -1.746294 -1.874223 3.243245 -0.05 -1.30 -1.52
C -2.244193 -2.451801 4.526628 0.14 -0.72 -2.14
H -4.564116 -5.355002 2.464858 0.47 -0.35 -0.34
H -5.028056 -5.337656 0.695209 -0.32 -0.34 0.34
H -5.294842 -3.966853 1.763115 -0.06 0.13 -0.22
H -3.372305 -3.508537 0.221344 -0.25 -0.33 -0.17
H -2.624862 -5.056992 0.822178 0.14 0.21 -0.33
H -1.634859 -3.334006 4.722920 0.11 0.16 0.33
H -3.246900 -2.819057 4.308004 -0.13 0.34 0.57
H -2.177834 -1.710428 5.322918 0.01 0.05 -0.49
C 2.927663 0.453705 4.272590 -2.61 0.40 -0.13
C 1.707582 0.913644 3.344438 0.75 -0.53 2.28
O 2.298678 1.213700 2.123333 -0.10 -1.04 -3.54
C 2.060972 0.428997 1.002859 0.07 0.96 -0.40
O 1.095467 -0.301261 0.814099 2.98 1.36 1.60
O 2.983997 0.651144 0.021268 -2.83 -1.18 1.35
C 4.130131 1.393322 0.225782 1.64 1.22 -0.24
H 2.493205 0.374327 5.269100 0.20 -0.11 0.25
H 3.676012 1.245443 4.307741 0.11 -0.28 -0.27
H 3.278575 -0.537626 3.985838 0.28 0.26 -0.19
H 1.220638 1.811791 3.724345 0.53 0.46 0.05
H 0.839078 0.255980 3.308504 0.47 -0.76 -0.46
H 4.316511 1.673075 1.262644 0.12 -0.43 -0.10
H 4.121611 2.319099 -0.349520 -0.64 0.27 -0.01
H 4.946937 0.865942 -0.266963 0.13 -0.41 0.56
C -4.266243 3.750677 0.177078 -0.08 -1.65 0.43
C -2.934648 2.947074 0.283026 -1.05 0.56 -0.99
O -2.583200 2.676980 1.699532 0.30 -0.67 -0.81
C -1.963350 1.529704 2.034355 1.44 -1.27 -2.92
O -1.512980 0.648758 1.223221 -2.39 4.05 3.96
O -1.760402 1.425526 3.342023 0.67 -1.07 -0.08
C -1.785227 2.545961 4.231842 -1.24 0.85 -0.76
H -5.087326 3.159349 0.582381 0.09 0.07 0.80
H -4.639902 3.741327 -0.846833 0.75 0.48 -0.39
H -4.246002 4.749635 0.612705 0.12 -0.13 -0.12
H -2.220002 3.540765 -0.286986 0.90 0.18 0.98
H -2.961501 2.047999 -0.332644 -0.34 -0.47 0.71
H -2.826352 2.859494 4.308438 0.03 0.23 0.13
H -1.223348 3.365339 3.783504 0.14 -0.01 0.25
H -1.448055 2.302002 5.239264 0.31 -0.53 -0.46
```
Forces are in eV/Å.

2S+1	1
energy above the lowest of the compared OMol25 structures with the same formula, charge and spin	0.00	kcal/mol
energy	-134296.8142	eV

Löwdin population analysis, charges in e, atoms 1 to 6: 1.37, -0.54, 0.11, 0.11, 0.15, 0.74



What did the first record say?
Here is one molecule with the formula C4H8N2O from OMol25. Energies are from the ωB97M-V functional and the def2-TZVPD basis.

```
15
Properties=species:S:1:pos:R:3:forces:R:3
N 2.873074 0.703176 -0.586228 -0.69 -0.01 0.15
C 1.748064 0.754285 -0.336848 1.26 -0.15 -0.26
C 0.335084 0.829189 0.003103 0.04 0.09 -0.08
N -0.225454 2.029426 -0.602347 -0.17 0.46 0.17
C -0.463874 -0.332157 -0.587255 -0.11 0.03 -0.01
C -0.341241 -1.607849 0.199652 0.12 0.03 -0.31
O -0.827824 -1.307705 1.489050 -0.08 -0.40 0.44
H 0.287807 0.827560 1.102355 -0.16 -0.17 -0.19
H -1.177605 2.095620 -0.261993 -0.11 0.18 -0.14
H 0.247551 2.863081 -0.277472 0.13 0.06 -0.01
H -0.161261 -0.528848 -1.624570 -0.26 0.38 0.18
H -1.494311 0.065036 -0.529476 0.20 -0.72 -0.34
H 0.711399 -1.926876 0.247514 -0.12 0.05 -0.07
H -0.916354 -2.413670 -0.285196 0.07 0.19 0.15
H -0.595055 -2.050268 2.049711 -0.13 0.00 0.31
```
Forces are in eV/Å.

2S+1	1
energy above the lowest of the compared OMol25 structures with the same formula, charge and spin	38.65	kcal/mol
energy	-9304.7171	eV
SMILES string	N#C[C@@H](N)CCO

natural (NBO) population analysis, charges in e, atoms 1 to 6: -0.32, 0.28, -0.17, -0.80, -0.40, -0.07



- Which value of 2S+1 does entry 2 give?
  1